# 1
This record from OMol25 describes C19H21NO5S in the gas phase. The level of theory is ωB97M-V/def2-TZVPD.

Geometry as XYZ:
```
47
Properties=species:S:1:pos:R:3:forces:R:3
C -3.41517 -0.16005 2.83382 -0.218 -0.225 0.159
H -3.86213 -1.10430 2.51043 0.003 0.082 0.037
H -2.92602 -0.29713 3.79602 -0.088 0.005 0.005
H -4.18676 0.61056 2.91715 0.071 -0.008 0.005
O -2.39199 0.21822 1.92857 0.130 0.378 -0.310
C -2.81076 0.69982 0.71804 -0.051 0.147 0.109
C -2.57632 -0.03793 -0.43606 0.219 -0.728 0.317
C -2.89808 0.47063 -1.67999 -0.061 0.067 -0.201
C -3.46213 1.72966 -1.78951 0.042 -0.044 -0.041
C -3.71311 2.46836 -0.64332 -0.015 -0.033 -0.006
C -3.39429 1.96037 0.60264 0.115 -0.204 0.154
H -3.57633 2.54032 1.49507 0.021 0.033 0.101
H -4.15785 3.44927 -0.71978 -0.030 0.083 0.000
H -3.71212 2.12928 -2.76004 -0.020 0.016 -0.087
H -2.71601 -0.14947 -2.54360 -0.024 -0.011 -0.138
S -1.92720 -1.71914 -0.34497 0.070 -0.335 -0.084
O -2.46352 -2.35765 0.81881 0.134 0.276 0.169
O -2.18775 -2.31490 -1.62466 0.115 0.307 -0.131
N -0.28232 -1.66356 -0.18546 -1.118 -0.204 -0.109
C 0.48814 -1.32225 -1.35313 0.129 0.202 -0.663
C 0.84343 0.16600 -1.40128 0.197 -0.215 0.050
H -0.07862 0.74955 -1.47508 0.060 0.026 -0.051
H 1.44390 0.38556 -2.28314 -0.055 0.005 -0.023
C 1.57380 0.59308 -0.11788 -0.112 0.388 -0.034
C 1.81017 2.09997 -0.14104 -0.233 0.127 0.249
O 1.60607 2.84976 0.77446 -0.067 0.086 0.192
O 2.32058 2.51554 -1.30649 0.203 0.020 -0.621
H 2.50086 3.46850 -1.27178 -0.116 -0.162 0.252
C 2.98010 0.02421 0.04018 0.131 -0.181 -0.015
C 3.65947 -0.61158 -0.99236 -0.018 0.002 0.066
C 4.94633 -1.08834 -0.80625 0.081 -0.041 -0.070
C 5.58917 -0.92253 0.40673 0.041 -0.014 -0.011
C 4.93814 -0.25599 1.42995 0.046 0.016 0.056
C 3.65182 0.21663 1.24533 -0.029 -0.063 -0.001
H 3.17574 0.75844 2.04790 -0.077 0.051 0.082
H 5.43451 -0.09642 2.37566 0.040 0.015 0.081
H 6.59188 -1.29640 0.54918 0.082 -0.035 0.010
H 5.44895 -1.58831 -1.62111 0.045 -0.043 -0.066
H 3.20279 -0.73941 -1.95992 -0.103 -0.015 -0.094
C 0.65864 0.24488 1.06778 0.100 -0.112 -0.057
H -0.24678 0.84652 0.99020 0.068 0.029 0.051
C 0.29399 -1.23919 1.06516 0.047 0.266 0.647
H 1.19158 -1.84215 1.24752 -0.104 -0.022 0.000
H -0.44400 -1.45159 1.83803 0.233 0.010 0.128
H 1.12921 0.49740 2.01540 -0.041 0.057 0.008
H 1.39813 -1.93050 -1.33785 -0.122 -0.004 -0.040
H -0.11098 -1.60863 -2.21797 0.279 0.006 -0.074
```
Positions in Å, forces in eV/Å.

Computed properties:
ΔE to the lowest compared entry with this formula, charge and spin, kcal per mole: 2.10
E_tot, Eh: -1565.76563
Molecular weight, g mol⁻¹: 375.4
SMILES: COc1ccccc1S(=O)(=O)N1CCC(C(=O)O)(c2ccccc2)CC1

***

# 2
This record from OMol25 describes a molecular structure, C19H22BrF6GdN7O5S3. The level of theory is ωB97M-V/def2-TZVPD.

Geometry as XYZ:
```
64
Properties=species:S:1:pos:R:3:forces:R:3
Gd 0.27685 0.20211 -0.46434 -0.713 1.613 2.838
N 0.95901 1.35238 4.06609 -0.118 0.131 -0.162
C 0.52522 0.78275 2.90967 0.372 -0.628 0.196
S -0.40317 1.73094 1.81915 -0.199 -0.046 0.081
N 0.91509 -0.48179 2.75776 0.161 0.789 0.284
N 0.50979 -1.05637 1.61648 0.147 -2.177 0.077
C 0.62913 -2.36153 1.55397 -0.134 1.982 0.227
C 0.06872 -3.05977 0.41837 -0.396 -0.131 -0.490
C 0.19089 -4.44143 0.32045 -0.041 0.263 0.166
C -0.41642 -5.08899 -0.73511 -0.172 -0.036 -0.328
C -1.13691 -4.34005 -1.65642 0.090 -0.207 0.111
C -1.20452 -2.96727 -1.49020 -0.055 0.177 0.129
N -0.61785 -2.31648 -0.48321 0.317 -0.459 0.088
H 0.50932 2.19927 4.36826 0.001 -0.005 0.011
H 1.30375 0.72676 4.77766 -0.005 -0.022 -0.018
H 1.06623 -2.92191 2.37312 -0.019 0.073 0.101
H 0.74981 -4.98507 1.07165 -0.005 0.026 -0.042
H -0.32899 -6.16237 -0.84415 -0.022 0.030 -0.001
H -1.63497 -4.80374 -2.49699 0.014 0.009 0.039
H -1.76925 -2.35976 -2.18796 0.055 0.017 -0.013
F 4.00135 -0.51093 -3.33864 0.003 0.048 0.000
C 3.90804 -1.71681 -2.79708 0.001 -0.084 0.079
F 4.68324 -1.77500 -1.71805 0.105 -0.004 -0.031
F 4.27095 -2.63398 -3.67028 0.116 0.001 -0.065
S 2.19087 -2.06561 -2.24785 -0.276 0.614 0.034
O 1.95683 -1.03068 -1.21256 1.277 -1.424 -0.858
O 2.19310 -3.42458 -1.83849 -0.093 0.046 0.019
N 1.33736 -1.79677 -3.54603 -0.025 0.000 0.160
S 0.28852 -0.65592 -3.74912 -0.181 0.344 0.115
O -0.36977 -0.22849 -2.49214 -0.315 -0.879 -2.476
O -0.54852 -0.88079 -4.87254 0.129 -0.150 0.209
C 1.22363 0.89555 -4.07453 -0.102 -0.119 0.067
F 0.35101 1.83674 -4.41235 0.095 0.095 -0.025
F 1.81921 1.24812 -2.91676 0.100 0.175 -0.255
F 2.13074 0.76122 -5.01413 0.087 0.018 -0.098
C 0.22083 5.63632 -3.28497 -0.078 -0.079 0.027
C -0.57360 4.48974 -2.71426 0.103 0.171 -0.099
C -1.91938 4.29599 -3.00394 -0.084 0.071 -0.083
C -2.60740 3.21459 -2.47679 0.007 0.195 -0.052
C -1.88920 2.37005 -1.66328 -0.115 -0.174 0.141
Br -2.75959 0.90002 -0.82532 -0.305 -0.018 -0.048
N -0.60666 2.49756 -1.38436 -0.042 -0.049 -0.113
C 0.03529 3.54792 -1.90214 0.081 -0.081 0.085
H -0.43492 6.40990 -3.68057 0.000 -0.009 0.014
H 0.86040 5.29317 -4.10062 -0.021 -0.011 0.009
H 0.86415 6.08845 -2.52990 -0.022 -0.021 0.004
H -2.43882 4.99726 -3.64674 0.015 -0.017 0.012
H -3.65364 3.03962 -2.67957 0.016 0.022 0.006
H 1.09039 3.61561 -1.66349 -0.003 -0.020 -0.002
C 2.47511 3.97537 1.29728 0.086 -0.073 0.002
N 3.37053 2.82159 1.38698 0.096 0.087 0.163
C 4.49400 2.91540 2.32514 -0.159 0.014 -0.084
C 3.07969 1.68972 0.75597 0.048 -0.101 -0.024
C 3.97514 0.49854 0.95565 0.045 0.032 0.019
O 2.09067 1.61553 -0.01029 0.221 0.029 -0.114
H 3.06650 4.88121 1.40723 -0.016 0.011 -0.020
H 1.71133 3.93554 2.07371 0.018 -0.007 0.026
H 1.97626 3.97989 0.33508 -0.002 -0.029 -0.016
H 4.72282 3.96542 2.47614 0.016 0.035 0.002
H 5.38053 2.43152 1.92635 0.005 -0.019 -0.034
H 4.24550 2.47310 3.29097 -0.042 -0.009 0.004
H 4.26828 0.37228 1.99564 -0.012 0.003 -0.004
H 4.88014 0.61712 0.35293 -0.026 0.006 0.045
H 3.45832 -0.39194 0.61772 -0.030 -0.042 -0.036
```
Positions in Å, forces in eV/Å.

Computed properties:
ΔE to the lowest compared entry with this formula, charge and spin, kcal per mole: 3.17
E_tot, Eh: -6630.08029
Multiplicity: 8
Molecular weight, g mol⁻¹: 875.8
Charge: +1

***

# 3
This record from OMol25 describes C19H22BrNO3 in the gas phase. The level of theory is ωB97M-V/def2-TZVPD.

Geometry as XYZ:
```
46
Properties=species:S:1:pos:R:3:forces:R:3
O -1.32822 -2.93470 1.55602 -0.899 -1.029 -0.151
C -1.06690 -1.74414 1.65053 -2.568 -4.194 3.332
N -0.22281 -1.18719 0.93373 7.261 3.670 -7.959
H 0.20460 -0.26232 1.07997 -1.003 -0.883 0.383
C 0.60768 -1.86305 -0.43610 0.290 -3.620 12.884
H 0.66217 -1.28972 -1.14912 -0.230 5.755 -7.471
H 0.33323 -2.80429 -0.34933 -3.389 -4.045 -1.375
C 2.03732 -2.23229 0.05733 -1.503 -5.784 1.692
C 2.75287 -3.01455 -1.02499 0.282 4.915 0.936
C 3.44804 -2.26575 -1.97021 -2.111 -8.172 3.226
C 4.08731 -3.16944 -2.92483 5.827 3.224 -2.527
C 4.23940 -4.68810 -2.80912 4.520 8.467 7.567
C 2.96985 -4.99813 -2.45542 5.159 -6.361 14.228
C 2.61239 -4.43700 -0.81853 2.634 -1.787 -4.036
H 1.57403 -4.72989 -0.69431 0.180 -0.232 0.877
H 3.46689 -4.79194 -0.08678 -2.213 0.201 -1.245
H 3.10653 -6.01904 -2.20859 -1.420 -1.891 -0.157
H 2.26062 -4.81341 -2.94558 -10.112 2.833 -7.604
H 4.41218 -5.04635 -3.65988 2.695 -2.963 -6.862
H 5.12786 -4.67835 -1.93338 -2.349 -1.373 -2.336
H 5.09514 -2.64484 -3.31839 -1.188 -1.108 1.407
H 3.66802 -2.95394 -3.81877 -2.236 0.228 -3.320
H 3.50995 -1.28030 -1.83157 0.438 3.721 -0.163
H 2.27957 -2.72996 1.21621 -1.713 0.815 -3.317
H 2.37101 -1.37896 0.22647 4.255 7.634 1.122
C -1.58516 -0.92999 2.79670 3.188 -3.538 3.387
H -0.59438 -0.52489 3.26588 -1.311 -1.566 0.542
H -2.33206 -1.63916 3.46715 2.093 2.087 -1.521
O -2.12319 0.14679 2.35655 -8.013 4.101 -1.548
C -1.55636 1.32958 2.00815 -13.355 -3.126 -0.153
O -0.47464 1.27586 2.02666 16.168 3.045 -0.153
C -2.56311 2.27624 1.51108 0.139 4.026 1.009
C -2.08030 3.55483 1.33861 0.845 -2.389 -2.004
C -2.75964 4.76074 0.81978 -4.485 -5.411 1.971
C -4.16054 4.70985 0.77991 0.828 1.303 0.310
C -4.99588 5.78533 0.64809 6.002 4.005 -3.330
C -4.34773 6.98608 0.10260 8.528 -9.047 4.889
C -2.69679 7.14799 0.51690 -5.492 -1.268 -3.521
C -2.15023 5.88394 0.70276 6.775 6.377 0.190
H -1.00460 5.82295 0.87752 -1.774 0.284 -0.332
H -2.23297 8.13812 0.18553 -0.386 -1.788 0.954
H -4.58178 7.87042 0.14650 -4.159 9.030 -0.507
Br -6.69330 5.76376 0.32326 -5.061 -0.716 -0.168
H -4.65089 3.84019 0.93503 -1.199 -2.954 0.564
H -0.98101 3.53556 1.28143 -0.290 0.662 0.399
H -3.64416 2.22346 1.62450 0.352 -1.138 -0.110
```
Positions in Å, forces in eV/Å.

Computed properties:
ΔE to the lowest compared entry with this formula, charge and spin, kcal per mole: 398.38
E_tot, Eh: -3591.08688
Molecular weight, g mol⁻¹: 392.3
SMILES: O=C(COC(=O)/C=C/c1cccc(Br)c1)NCCC1=CCCCC1

***

# 4
This record from OMol25 describes a molecular structure, C19H22Cl3N4O4SV. The level of theory is ωB97M-V/def2-TZVPD.

Geometry as XYZ:
```
54
Properties=species:S:1:pos:R:3:forces:R:3
V -0.33287 0.28809 0.15826 0.062 -0.792 -0.306
Cl 5.01889 -0.27274 4.86693 -0.026 0.001 -0.015
C 3.50944 -0.10903 4.02302 0.113 -0.001 -0.008
C 3.51516 0.06066 2.64921 -0.093 -0.015 0.126
C 2.29502 0.18773 2.01678 0.065 0.020 -0.170
Cl 2.24378 0.42749 0.28215 -0.049 0.062 0.145
C 1.06558 0.16024 2.67798 -0.307 0.011 0.003
O -0.09296 0.29761 2.04986 0.062 0.278 -0.303
C 1.12168 -0.01697 4.06538 0.140 -0.028 0.087
Cl -0.35836 -0.07224 4.96062 -0.020 0.009 -0.042
C 2.32405 -0.14952 4.73713 -0.067 -0.001 -0.042
H 4.44029 0.09577 2.09344 0.000 0.000 -0.012
H 2.33126 -0.28305 5.80896 0.010 -0.002 0.002
C -0.87960 3.31848 -3.03112 -0.059 -0.001 -0.111
S -0.45841 2.71467 -1.42593 0.080 -0.035 0.106
O -1.60285 2.87634 -0.54897 -0.056 0.116 0.073
O 0.76128 3.35081 -1.00416 -0.052 0.107 -0.081
O -0.23096 1.22319 -1.62360 0.119 -0.029 0.424
H -1.51502 4.18993 -2.89215 0.061 0.033 0.023
H -1.41609 2.55349 -3.58592 -0.035 -0.038 0.078
H 0.03872 3.59362 -3.54185 0.006 -0.038 -0.015
C -0.11432 -1.74647 -0.22909 0.156 0.191 -0.019
C -1.36512 -2.50798 -0.45872 -0.076 0.054 0.025
C -1.86866 -2.70776 -1.74374 0.002 0.019 0.002
C -3.07543 -3.35985 -1.94694 0.008 0.012 -0.011
C -3.81121 -3.82712 -0.86790 -0.006 -0.003 0.002
C -3.32035 -3.64180 0.41900 -0.004 -0.001 -0.010
C -2.11284 -2.99241 0.61809 0.009 -0.001 0.024
H 0.56640 -1.79812 -1.08432 -0.006 -0.010 -0.007
H 0.41740 -2.10280 0.65898 0.035 -0.015 -0.018
H -1.31042 -2.33266 -2.59400 0.004 -0.002 0.002
H -3.44338 -3.49791 -2.95592 -0.012 -0.007 0.006
H -4.75305 -4.33597 -1.02703 0.000 0.001 0.003
H -3.87734 -4.01262 1.27105 -0.004 -0.002 -0.004
H -1.73667 -2.85080 1.62648 0.004 0.003 -0.003
C -5.95958 3.18288 0.24988 0.011 0.000 -0.052
C -5.75428 2.62240 1.65287 -0.057 0.019 0.028
C -4.57946 3.30460 2.34652 0.056 0.020 0.016
C -5.60346 1.10078 1.64434 0.110 -0.105 -0.033
N -4.40571 0.66452 0.93223 0.024 -0.010 -0.032
C -3.15348 0.54947 1.36096 0.015 0.055 0.090
N -2.40727 0.25674 0.32674 -0.098 0.093 -0.133
N -3.22186 0.19317 -0.75075 0.058 -0.033 0.093
N -4.41750 0.43365 -0.39507 -0.098 0.020 0.039
H -6.15471 4.25445 0.29697 -0.003 0.000 0.016
H -6.79794 2.70585 -0.26002 -0.004 -0.008 0.015
H -5.06814 3.03821 -0.36329 0.004 0.003 0.007
H -6.66048 2.80566 2.23981 0.006 0.004 -0.001
H -3.66674 3.22410 1.75030 -0.005 -0.002 -0.003
H -4.38498 2.88626 3.33722 -0.022 -0.013 -0.002
H -4.78053 4.36828 2.47306 -0.012 -0.001 -0.011
H -6.44041 0.61253 1.14817 -0.027 0.043 0.004
H -5.52333 0.70760 2.65802 -0.028 0.027 0.010
H -2.80726 0.68076 2.37256 0.009 -0.006 -0.005
```
Positions in Å, forces in eV/Å.

Computed properties:
ΔE to the lowest compared entry with this formula, charge and spin, kcal per mole: 0.71
E_tot, Eh: -3980.01967
Multiplicity: 3
Molecular weight, g mol⁻¹: 559.8